41
Properties=species:S:1:pos:R:3 method="wB97M-V/def2-TZVPD" energy_ha=-1088.3849 charge=0
C 5.7574 0.9483 -0.1458
C 6.0472 -0.5532 -0.4803
C 4.9730 -1.3269 0.1375
C 3.4614 -1.2269 -0.4321
C 2.5611 -0.4664 0.3128
C 1.1137 -0.1255 -0.1163
C 0.1975 0.7135 0.8833
C -1.0376 1.2921 -0.0811
C -1.9880 0.1487 -0.4767
C -2.3858 -0.7413 0.7916
H -3.0261 0.1246 1.5303
H -1.7128 -1.1170 1.1984
S -3.5367 -2.2124 0.1665
C -4.9694 -1.0143 0.0244
N -6.1133 -1.6548 -0.5835
N -7.0207 -0.6095 -0.4045
C -6.2644 0.3740 -0.0701
N -5.0982 0.1853 0.2850
N -6.7799 1.8683 -0.0684
H -7.6814 2.0032 -0.5096
H -6.2731 2.5112 0.0176
H -8.0241 -0.6155 -0.6582
H -2.8116 0.6622 -0.8290
H -1.4858 -0.4793 -0.9155
H -0.7744 2.0270 -1.0906
H -1.4821 1.9458 0.7152
H 0.0775 0.1301 1.6455
H 0.8816 1.9054 0.9484
H 1.2249 0.4119 -1.0256
H 0.7137 -1.0369 -0.2711
H 3.0478 0.7768 0.5780
H 2.3662 -0.7841 1.3160
H 3.5142 -0.7278 -1.3874
H 2.8765 -2.2846 -0.5272
H 4.7681 -1.3058 1.2457
H 5.1421 -2.2581 0.0495
H 5.9385 -0.7249 -1.7252
H 6.8626 -0.8277 0.1906
H 4.7834 1.3551 -0.6936
H 5.5273 1.2817 0.9312
H 6.6296 1.4276 -0.4757